[1]
Entry from the Open Molecules 2025 dataset: the molecule C4H9NO (ωB97M-V/def2-TZVPD).

```
15
Properties=species:S:1:pos:R:3:lowdin_charge:R:1
C 1.2399 -1.2883 1.5762 -0.119
C 0.7506 -0.1534 0.7012 -0.294
N -0.5238 -0.6659 0.2288 0.022
C -1.3318 0.0393 -0.4247 -0.173
C -1.1052 1.1859 -1.3675 -0.245
O 0.2033 1.3295 -1.8634 -0.066
H 2.1877 -1.0848 2.0716 0.065
H 0.4479 -1.4467 2.3163 0.071
H 1.2950 -2.2076 0.9840 0.071
H 0.4627 0.6908 1.3416 0.120
H 1.4602 0.2624 -0.0268 0.105
H -2.3749 -0.2413 -0.2874 0.107
H -1.3876 2.1415 -0.9132 0.126
H -1.8268 0.9775 -2.1719 0.115
H 0.5029 0.4612 -2.1647 0.094
```

Computed properties:
LUMO level = 0.9 eV
Charge = 0
HOMO-LUMO gap = 10.0 eV

[2]
Entry from the Open Molecules 2025 dataset: the molecule C4H9NO (ωB97M-V/def2-TZVPD).

```
15
Properties=species:S:1:pos:R:3:lowdin_charge:R:1
C 1.6942 0.1846 0.2612 -0.091
C 0.5836 -0.1258 -0.7557 -0.200
C -0.7681 -0.0403 -0.0886 -0.368
C -1.4870 -1.3017 0.3058 -0.038
N -1.3310 1.0660 0.2145 0.039
O -0.6004 2.1428 -0.3456 -0.097
H 1.6170 1.2174 0.6149 0.066
H 1.6359 -0.4736 1.1355 0.077
H 2.6825 0.0594 -0.1919 0.073
H 0.6334 0.5952 -1.5744 0.107
H 0.7269 -1.1281 -1.1704 0.107
H -2.0816 -1.1476 1.2093 0.079
H -2.1685 -1.6111 -0.4958 0.085
H -0.7780 -2.1190 0.4701 0.077
H -0.3590 2.6818 0.4113 0.085
```

Computed properties:
LUMO level = 1.0 eV
Charge = 0
HOMO-LUMO gap = 10.5 eV

[3]
Entry from the Open Molecules 2025 dataset: the molecule C4H9NO (ωB97M-V/def2-TZVPD).

```
15
Properties=species:S:1:pos:R:3:lowdin_charge:R:1
C -0.6945 -0.1074 -1.1238 -0.076
C -1.5915 -0.7476 1.5906 -0.076
O -0.7433 0.2996 1.7747 -0.074
C 0.1822 0.6649 0.9753 -0.210
N 0.4362 -0.0191 -0.1898 -0.218
C 1.7097 0.2795 -0.8157 -0.084
H -1.6239 0.1564 -0.6135 0.070
H -0.5389 0.5716 -1.9702 0.089
H -0.8034 -1.1302 -1.4977 0.091
H -2.0876 -0.9771 2.5261 0.037
H -1.1485 -1.5582 1.0139 0.042
H 0.7642 1.5254 1.2900 0.141
H 1.7799 1.3325 -1.1391 0.091
H 1.8312 -0.3562 -1.6981 0.090
H 2.5282 0.0658 -0.1227 0.088
```

Computed properties:
LUMO level (spin up / spin down) = 0.8 / 0.8 eV
Charge = 0
HOMO-LUMO gap (spin up / spin down) = 7.7 / 7.1 eV

[4]
Entry from the Open Molecules 2025 dataset: a cluster of 2 separate species, C4H9NO in total at a distorted geometry (ωB97M-V/def2-TZVPD).

```
15
Properties=species:S:1:pos:R:3:lowdin_charge:R:1
C 0.8441 0.2124 1.9154 0.016
C 0.6209 -1.0265 1.5088 -0.285
O -0.1543 -1.9331 2.2056 -0.035
H 1.2858 0.9135 1.2236 0.045
H 0.5651 0.4917 2.9205 0.059
H 1.0222 -1.4221 0.5862 0.088
H 0.3181 -2.2682 2.9755 0.095
C 0.6260 0.4356 -1.9154 -0.116
N -0.6039 0.4515 -1.6690 -0.071
C -1.3013 1.7087 -2.0112 -0.133
H 1.2370 -0.4215 -1.6199 0.053
H 1.1596 1.0571 -2.6500 0.078
H -2.2480 1.7487 -1.4818 0.064
H -0.6582 2.5598 -1.8008 0.068
H -1.5349 1.6794 -3.0781 0.074
```

Computed properties:
LUMO level = 1.0 eV
Charge = 0
HOMO-LUMO gap = 10.5 eV